{
  "formula": "C8H14F3N4",
  "method": "ωB97M-V/def2-TZVPD",
  "symbols": ["C", "C", "C", "C", "C", "C", "C", "C", "N", "N", "N", "N", "F", "F", "F", "H", "H", "H", "H", "H", "H", "H", "H", "H", "H", "H", "H", "H", "H"],
  "positions_angstrom": [[-2.31, -1.00, 0.68], [0.00, 1.64, -0.46], [1.49, 0.00, -1.60], [-0.26, 1.28, 1.11], [0.76, -1.02, -0.77], [1.43, -1.56, 0.42], [2.39, 1.88, -0.29], [-3.23, -2.27, 0.45], [-2.25, 0.04, 1.16], [-0.41, -1.36, -0.96], [1.33, 1.23, -0.96], [-1.69, 1.17, 1.30], [-3.65, -2.28, -0.81], [-2.70, -3.34, 0.94], [-4.29, -2.00, 1.22], [-0.77, 1.19, -1.08], [-0.12, 2.69, -0.53], [2.54, -0.20, -1.74], [1.10, -0.06, -2.63], [0.05, 0.27, 1.45], [0.28, 1.99, 1.70], [0.89, -1.92, 1.24], [2.28, -0.81, 0.73], [1.88, -2.46, -0.06], [2.54, 2.92, -0.52], [2.41, 1.75, 0.78], [3.37, 1.46, -0.73], [-0.89, -1.09, -1.89], [-2.18, 1.88, 1.82]],
  "total_charge": 1,
  "homo_energy_ev": -11.950,
  "orbital_gap_ha": 0.2668,
  "smiles": "[H]/N=C(/C)CN(C)CCN[N+]#CC(F)(F)F",
  "multiplicity": 1
}